No. 1
133
Properties=species:S:1:pos:R:3:mulliken_charge:R:1 method="wB97M-V/def2-TZVPD" lumo_ev=0.13 e_tot_ev=-678618.5405 homo_energy_ev=-9.9
C -2.659 4.152 -0.423 -0.496
C -1.675 4.148 -1.770 -0.539
C -1.445 2.574 -2.243 0.499
C -1.814 2.303 -3.828 -0.873
C -1.267 0.782 -4.184 0.057
C -2.087 -0.415 -3.379 -0.393
C -1.137 -1.345 -2.419 0.753
C -0.606 -0.617 -1.049 0.697
C -0.334 -1.654 0.211 -0.619
C 1.249 -1.952 0.512 -0.489
C 2.118 -0.658 1.022 -0.297
C 1.907 -0.257 2.599 -0.120
C 3.089 0.859 2.973 -0.275
O 4.312 0.128 3.338 -0.150
C 5.530 0.951 3.084 0.302
O 6.577 0.266 2.546 -0.554
N 5.609 2.448 3.356 -0.136
N 5.612 3.187 2.166 -0.338
H -3.574 3.403 -0.580 0.168
H -1.959 3.820 0.474 0.190
H -3.106 5.226 -0.235 0.082
H -0.618 4.529 -1.403 0.172
H -2.085 4.833 -2.630 0.333
H -0.344 2.210 -2.009 -0.051
H -2.215 1.937 -1.614 -0.132
H -2.998 2.360 -3.942 0.234
H -1.285 3.137 -4.499 0.323
H -1.429 0.659 -5.360 0.279
H -0.134 0.634 -3.934 -0.187
H -2.497 -1.136 -4.236 -0.149
H -3.063 -0.002 -2.842 0.347
H -1.804 -2.270 -2.083 -0.158
H -0.234 -1.765 -3.037 -0.523
H -1.472 0.110 -0.685 -0.052
H 0.325 0.080 -1.286 -0.475
H -0.883 -2.667 -0.047 0.233
H -0.813 -1.251 1.226 0.256
H 1.832 -2.445 -0.402 0.162
H 1.278 -2.784 1.367 0.285
H 1.948 0.321 0.390 0.043
H 3.273 -0.926 0.885 0.251
H 1.994 -1.175 3.349 -0.038
H 0.879 0.280 2.817 0.233
H 3.285 1.605 2.093 0.292
H 2.782 1.525 3.913 0.181
H 6.510 2.643 3.880 0.289
H 6.589 3.356 1.824 0.243
H 5.149 4.115 2.378 0.175
C 4.376 5.229 5.444 0.345
Cl 5.996 5.261 6.163 -0.096
Cl 3.156 5.698 6.641 -0.063
Cl 4.302 6.295 4.030 -0.157
H 4.164 4.208 5.118 -0.057
C -2.713 6.143 3.215 -0.157
Cl -3.614 4.639 3.469 -0.080
Cl -0.968 5.835 3.237 -0.089
Cl -3.191 6.904 1.688 -0.082
H -2.952 6.830 4.031 0.393
C 3.007 -0.420 -4.169 -0.324
Cl 1.759 -1.630 -4.512 0.004
Cl 3.159 0.717 -5.519 -0.132
Cl 2.640 0.445 -2.666 0.043
H 3.962 -0.936 -4.044 0.454
C 4.626 3.834 -2.942 0.371
Cl 4.900 3.695 -1.197 -0.085
Cl 3.188 4.815 -3.270 -0.119
Cl 6.048 4.528 -3.741 -0.137
H 4.459 2.832 -3.345 -0.065
C -0.804 -4.920 -4.146 -0.098
Cl 0.816 -4.888 -3.427 -0.058
Cl -2.024 -4.452 -2.949 -0.138
Cl -0.878 -3.855 -5.560 -0.105
H -1.016 -5.941 -4.472 0.376
C -5.043 -5.425 -5.676 0.492
Cl -3.935 -6.457 -4.755 -0.041
Cl -6.654 -5.426 -4.938 -0.103
Cl -4.410 -3.774 -5.785 -0.088
H -5.128 -5.829 -6.688 -0.274
C 3.236 8.252 9.338 0.664
Cl 3.510 8.113 11.083 -0.139
Cl 1.797 9.233 9.010 -0.108
Cl 4.657 8.946 8.538 -0.128
H 3.069 7.250 8.934 -0.302
C 9.975 6.031 7.447 -0.028
Cl 9.925 4.358 8.028 -0.114
Cl 10.194 6.074 5.689 -0.112
Cl 8.499 6.895 7.911 -0.075
H 10.828 6.532 7.912 0.334
C -2.917 -10.369 -5.221 0.264
Cl -2.754 -9.777 -3.559 -0.101
Cl -4.156 -9.448 -6.091 -0.090
Cl -1.364 -10.276 -6.069 -0.120
H -3.227 -11.416 -5.185 0.025
C -3.996 4.495 7.627 0.074
Cl -5.005 3.379 6.691 -0.126
Cl -3.274 3.664 9.016 -0.136
Cl -2.736 5.204 6.603 -0.123
H -4.631 5.302 8.001 0.293
C 1.303 -2.392 6.688 0.041
Cl 0.294 -3.508 5.751 -0.125
Cl 2.025 -3.223 8.076 -0.130
Cl 2.563 -1.683 5.663 -0.073
H 0.668 -1.585 7.061 0.272
C -7.091 6.253 1.282 -0.089
Cl -6.454 4.803 0.486 -0.075
Cl -6.635 6.273 2.994 -0.083
Cl -6.511 7.715 0.467 -0.117
H -8.181 6.231 1.216 0.378
C -1.161 -13.417 -4.131 0.244
Cl 0.099 -14.633 -4.399 -0.132
Cl -2.464 -13.600 -5.318 -0.150
Cl -1.800 -13.535 -2.482 -0.111
H -0.717 -12.427 -4.258 0.156
C 0.867 4.036 9.904 -0.147
Cl 1.610 5.589 10.324 -0.046
Cl -0.295 4.240 8.582 -0.009
Cl 2.108 2.851 9.463 -0.110
H 0.330 3.662 10.779 0.357
C 4.430 -6.345 -5.193 -0.017
Cl 4.006 -5.673 -6.776 -0.120
Cl 4.239 -5.121 -3.926 -0.089
Cl 3.439 -7.769 -4.836 -0.110
H 5.478 -6.653 -5.219 0.339
C -5.048 -2.647 -9.230 0.216
Cl -6.773 -2.294 -9.423 -0.126
Cl -4.792 -4.383 -8.982 -0.096
Cl -4.134 -2.078 -10.637 -0.131
H -4.685 -2.116 -8.346 0.140
C -8.830 -7.666 -7.463 -0.038
Cl -7.157 -7.169 -7.770 -0.032
Cl -8.870 -9.162 -6.514 -0.121
Cl -9.718 -6.378 -6.631 -0.117
H -9.315 -7.854 -8.423 0.334

No. 2
93
Properties=species:S:1:pos:R:3:mulliken_charge:R:1 method="wB97M-V/def2-TZVPD" charge=+1 lumo_ev="-3.18 / -3.12" multiplicity=2 e_tot_ev=-95143.8088 homo_energy_ev="-9.7 / -10.4"
Ti 0.725 0.364 -0.704 -2.049
O 0.234 4.000 0.970 -0.658
C 0.480 2.849 0.702 -0.235
N 0.725 2.304 -0.536 0.878
C 0.751 3.102 -1.671 -0.204
O 0.049 4.052 -1.902 -0.637
C 1.805 2.613 -2.635 0.509
C 2.009 3.256 -3.843 -0.832
C 2.944 2.727 -4.719 -0.538
C 3.636 1.586 -4.343 -0.904
C 3.383 1.031 -3.098 -0.057
N 2.486 1.524 -2.254 0.445
C 0.735 1.804 1.747 0.310
C 0.916 2.177 3.067 -0.266
C 1.330 1.234 3.989 -1.140
C 1.538 -0.065 3.534 -1.245
C 1.318 -0.361 2.208 -0.509
N 0.926 0.541 1.295 1.824
H 1.425 4.135 -4.073 0.561
H 3.123 3.192 -5.678 0.456
H 4.359 1.128 -5.004 0.456
H 3.920 0.149 -2.762 0.306
H 0.748 3.213 3.327 0.613
H 1.498 1.498 5.023 0.502
H 1.875 -0.838 4.210 0.594
H 1.489 -1.366 1.846 0.362
C 3.960 0.974 0.602 -1.127
N 4.142 -0.440 0.367 0.538
C 5.422 -1.006 0.757 -0.694
C 5.343 -2.445 0.252 -0.598
N 4.083 -2.486 -0.481 0.067
C 3.944 -3.487 -1.526 -1.082
C 3.370 -1.331 -0.317 0.239
N 2.119 -1.138 -0.660 1.096
C 1.306 -2.270 -1.110 -1.527
C -0.073 -2.297 -0.413 -0.625
N -0.814 -1.056 -0.588 0.858
C -1.965 -1.086 -1.222 -0.343
N -2.665 0.001 -1.624 0.850
C -2.347 1.395 -1.476 -1.071
C -3.743 -0.345 -2.533 -0.657
C -3.802 -1.866 -2.433 -0.554
N -2.646 -2.215 -1.607 0.094
C -2.749 -3.449 -0.840 -1.294
H 4.849 1.505 0.254 0.459
H 3.845 1.180 1.671 0.232
H 3.105 1.347 0.056 0.397
H 5.543 -0.949 1.840 0.319
H 6.242 -0.446 0.297 0.351
H 5.323 -3.172 1.067 0.302
H 6.177 -2.695 -0.406 0.415
H 4.939 -3.763 -1.872 0.396
H 3.390 -3.099 -2.378 0.377
H 3.459 -4.394 -1.158 0.307
H 1.777 -3.223 -0.876 0.845
H 1.135 -2.207 -2.188 -0.120
H 0.069 -2.481 0.658 -0.296
H -0.590 -3.154 -0.836 0.722
H -1.638 1.518 -0.667 -0.206
H -3.260 1.934 -1.216 0.618
H -1.951 1.828 -2.398 0.434
H -3.509 -0.009 -3.546 0.299
H -4.672 0.136 -2.216 0.367
H -3.725 -2.350 -3.407 0.396
H -4.725 -2.206 -1.956 0.332
H -3.796 -3.748 -0.802 0.393
H -2.409 -3.310 0.186 0.404
H -2.195 -4.266 -1.306 0.383
C -3.810 3.123 3.147 -1.561
C -2.627 2.581 2.347 -0.440
P -2.571 0.760 1.954 0.844
C -2.449 0.102 3.696 -0.836
C -2.024 -1.368 3.745 -0.853
C -4.386 0.504 1.615 -0.877
C -4.748 -0.949 1.315 -1.195
H -3.600 4.153 3.437 0.461
H -3.983 2.549 4.058 0.309
H -4.726 3.131 2.558 0.308
H -1.704 2.789 2.889 0.164
H -2.552 3.118 1.397 0.285
H -3.394 0.241 4.227 0.520
H -1.690 0.712 4.193 0.506
H -2.791 -2.017 3.325 0.235
H -1.846 -1.683 4.775 0.420
H -1.105 -1.518 3.177 -0.054
H -4.633 1.136 0.756 0.470
H -4.966 0.853 2.469 0.608
H -4.121 -1.353 0.519 0.219
H -5.792 -1.030 1.011 0.385
H -4.611 -1.567 2.203 0.335
S -0.771 0.139 -5.149 -0.388
C -0.133 0.151 -3.696 0.838
N 0.339 0.162 -2.611 -0.537

No. 3
86
Properties=species:S:1:pos:R:3:mulliken_charge:R:1 method="wB97M-V/def2-TZVPD" charge=+2 lumo_ev="-5.86 / -7.45" multiplicity=5 e_tot_ev=-73413.7629 homo_energy_ev="-11.6 / -13.7"
Pd 0.354 -0.681 -3.484 -0.053
C -0.238 -2.467 2.250 0.593
C 1.069 -2.604 1.697 0.612
C 1.215 -1.307 3.604 0.755
C -0.151 -1.658 3.412 1.310
C 1.963 -1.858 2.536 0.382
C -1.486 -3.029 1.693 -1.466
H -1.315 -3.455 0.687 0.450
H -2.220 -2.196 1.614 0.150
H -1.913 -3.824 2.338 0.477
C -1.264 -1.360 4.323 -1.714
H -2.217 -1.273 3.791 0.358
H -1.069 -0.422 4.848 0.418
H -1.365 -2.165 5.063 0.386
C 1.720 -0.516 4.738 -1.541
H 1.313 -0.923 5.672 0.469
H 1.429 0.539 4.658 0.219
H 2.810 -0.582 4.789 0.459
C 3.418 -1.663 2.325 -1.694
H 4.016 -2.213 3.084 0.440
H 3.661 -0.584 2.399 0.377
H 3.713 -2.022 1.322 0.253
C 1.519 -3.586 0.680 -1.651
H 1.829 -4.511 1.206 0.395
H 2.373 -3.203 0.098 0.366
H 0.712 -3.833 -0.016 0.487
C -1.073 0.299 -4.526 -0.303
C -1.265 -1.115 -4.627 -0.734
C -0.515 -2.003 -5.579 -0.855
C 1.026 -1.666 -5.911 -1.145
C 1.818 -1.007 -4.832 -0.123
C 1.812 0.362 -4.407 0.022
C 1.148 1.492 -5.132 -1.027
C -0.309 1.151 -5.492 -0.951
H -1.048 -2.037 -6.538 0.335
H 1.068 -1.136 -6.871 0.376
H -0.457 -3.014 -5.136 0.339
H -0.313 0.664 -6.468 0.306
H -1.747 0.805 -3.831 0.811
H -2.092 -1.535 -4.053 0.738
H -0.839 2.105 -5.578 0.508
H 1.155 2.319 -4.404 0.352
H 2.641 0.575 -3.718 0.457
H 1.723 1.881 -6.006 0.440
H 1.531 -2.640 -6.082 0.375
H 2.759 -1.504 -4.547 0.560
P -1.307 0.128 -0.223 2.232
P 2.108 0.731 0.033 1.163
C -0.441 1.388 -1.251 0.874
C 1.006 1.846 -0.967 -1.841
H -1.091 2.281 -1.277 0.717
H -0.489 0.951 -2.278 -1.933
H 1.509 2.025 -1.932 0.632
H 0.931 2.813 -0.453 0.733
C 2.913 1.953 1.110 -1.620
H 2.884 1.558 2.128 0.261
H 2.377 2.904 1.082 0.590
H 3.947 2.078 0.784 0.523
C 3.530 0.502 -1.122 -1.659
H 3.800 1.452 -1.602 0.516
H 3.309 -0.244 -1.890 0.132
H 4.390 0.159 -0.532 0.563
C -2.983 0.414 -0.930 -1.869
H -3.718 0.151 -0.170 0.495
H -3.127 -0.230 -1.809 0.351
H -3.112 1.463 -1.232 0.465
C -1.192 -1.647 -1.017 -0.406
H -0.382 -2.332 -0.722 -0.300
H -0.997 -1.521 -2.128 -0.274
H -2.206 -2.114 -0.876 0.513
O -3.280 -0.215 1.967 -0.730
C -2.580 0.830 2.154 0.344
N -1.448 1.094 1.438 0.193
S -0.448 2.373 2.222 1.119
O 0.610 1.793 3.025 -0.495
O -0.167 3.429 1.277 -0.695
C -1.766 2.772 3.300 0.237
C -1.821 3.805 4.230 -0.715
C -2.984 3.980 4.974 -0.643
C -4.062 3.088 4.821 -0.607
C -3.974 2.038 3.915 -0.532
C -2.820 1.869 3.163 0.091
H -0.975 4.482 4.347 0.505
H -3.073 4.795 5.693 0.426
H -4.978 3.238 5.401 0.434
H -4.791 1.320 3.759 0.493